The following is a DFT calculation (wB97M-V/def2-TZVPD) of 2 unconnected molecules or ions with the total composition C6H14O.

The LUMO energy comes out at 0.955 eV. As for the SMILES: CC(C)CC=O.C. As for the net charge: 0. The value obtained for the energy above the lowest of the compared OMol25 structures with the same formula, charge and spin is 26.5 kcal per mole. For the HOMO-LUMO gap, the calculation gives 10.65 eV. Its spin multiplicity is 1. The calculation puts the largest force on an atom at 0.67 eV Å⁻¹.

Last columns: bonded neighbours and bond lengths (Å).
Element x y z (Å)
1 C -1.754 -0.604 -1.148  C2 1.531, H7 1.093, H8 1.097, H9 1.098
2 C -1.297 -0.340 0.290  C1 1.531, C3 1.519, C4 1.532, H10 1.098
3 C -2.294 0.506 1.061  C2 1.519, H11 1.095, H12 1.097, H13 1.096
4 C 0.103 0.282 0.279  C2 1.532, C5 1.509, H14 1.097, H15 1.099
5 C 0.954 -0.803 -0.337  C4 1.509, O6 1.212, H16 1.109
6 O 1.219 -1.828 0.252  C5 1.212
7 H -2.739 -1.078 -1.163  C1 1.093
8 H -1.064 -1.268 -1.682  C1 1.097
9 H -1.813 0.336 -1.713  C1 1.098
10 H -1.175 -1.304 0.800  C2 1.098
11 H -3.268 0.007 1.086  C3 1.095
12 H -2.422 1.489 0.592  C3 1.097
13 H -1.960 0.659 2.094  C3 1.096
14 H 0.439 0.504 1.300  C4 1.097
15 H 0.122 1.217 -0.299  C4 1.099
16 H 1.242 -0.660 -1.399  C5 1.109
17 C 3.142 0.588 -0.005  H18 1.090, H19 1.096, H20 1.087, H21 1.086
18 H 3.170 1.183 0.908  C17 1.090
19 H 2.541 1.114 -0.756  C17 1.096
20 H 4.124 0.380 -0.420  C17 1.087
21 H 2.730 -0.381 0.260  C17 1.086

The following is a DFT calculation (wB97M-V/def2-TZVPD) of a single C6H14O molecule.

The LUMO energy comes out at 1.011 eV. As for the SMILES: CCCCCCO. As for the net charge: 0. The value obtained for the energy above the lowest of the compared OMol25 structures with the same formula, charge and spin is 9.3 kcal per mole. For the HOMO-LUMO gap, the calculation gives 11.31 eV. Its spin multiplicity is 1. The calculation puts the largest force on an atom at 0.47 eV Å⁻¹.

Last columns: bonded neighbours and bond lengths (Å).
Element x y z (Å)
1 C 0.549 2.383 2.442  C2 1.532, H8 1.094, H9 1.094, H10 1.096
2 C 0.972 1.462 1.294  C1 1.532, C3 1.529, H11 1.098, H12 1.098
3 C -0.119 0.486 0.851  C2 1.529, C4 1.528, H13 1.099, H14 1.100
4 C 0.282 -0.315 -0.387  C3 1.528, C5 1.527, H15 1.100, H16 1.101
5 C -0.855 -1.141 -0.982  C4 1.527, C6 1.518, H17 1.097, H18 1.098
6 C -0.471 -1.768 -2.310  C5 1.518, O7 1.415, H19 1.103, H20 1.103
7 O -1.588 -2.479 -2.808  C6 1.415, H21 0.964
8 H 1.085 3.336 2.404  C1 1.094
9 H 0.745 1.934 3.420  C1 1.094
10 H -0.522 2.611 2.396  C1 1.096
11 H 1.258 2.068 0.425  C2 1.098
12 H 1.871 0.901 1.580  C2 1.098
13 H -0.380 -0.194 1.675  C3 1.099
14 H -1.031 1.058 0.625  C3 1.100
15 H 1.132 -0.970 -0.143  C4 1.100
16 H 0.648 0.388 -1.150  C4 1.101
17 H -1.165 -1.935 -0.290  C5 1.097
18 H -1.735 -0.505 -1.146  C5 1.098
19 H -0.163 -0.972 -3.010  C6 1.103
20 H 0.397 -2.434 -2.172  C6 1.103
21 H -1.349 -2.848 -3.666  O7 0.964

The following is a DFT calculation (wB97M-V/def2-TZVPD) of a single C6H14O molecule.

The LUMO energy comes out at 1.139 eV. As for the SMILES: CCCCCOC. As for the net charge: 0. The value obtained for the energy above the lowest of the compared OMol25 structures with the same formula, charge and spin is 17.1 kcal per mole. For the HOMO-LUMO gap, the calculation gives 10.94 eV. Its spin multiplicity is 1. The calculation puts the largest force on an atom at 0.57 eV Å⁻¹.

Last columns: bonded neighbours and bond lengths (Å).
Element x y z (Å)
1 C -3.472 -0.196 -0.489  C2 1.523, H8 1.094, H9 1.097, H10 1.097
2 C -2.258 -0.341 0.420  C1 1.523, C3 1.521, H11 1.099, H12 1.098
3 C -0.948 -0.073 -0.305  C2 1.521, C4 1.526, H13 1.102, H14 1.101
4 C 0.259 -0.187 0.621  C3 1.526, C5 1.523, H15 1.105, H16 1.099
5 C 1.539 0.121 -0.146  C4 1.523, O6 1.408, H17 1.108, H18 1.118
6 O 2.608 0.213 0.767  C5 1.408, C7 1.405
7 C 3.848 0.453 0.152  O6 1.405, H19 1.106, H20 1.103, H21 1.109
8 H -4.399 -0.387 0.060  C1 1.094
9 H -3.415 -0.901 -1.327  C1 1.097
10 H -3.525 0.816 -0.908  C1 1.097
11 H -2.344 0.352 1.268  C2 1.099
12 H -2.225 -1.352 0.847  C2 1.098
13 H -0.846 -0.768 -1.154  C3 1.102
14 H -0.976 0.936 -0.746  C3 1.101
15 H 0.282 -1.180 1.105  C4 1.105
16 H 0.179 0.558 1.424  C4 1.099
17 H 1.737 -0.669 -0.897  C5 1.108
18 H 1.398 1.084 -0.696  C5 1.118
19 H 4.130 -0.367 -0.534  C7 1.106
20 H 4.594 0.489 0.964  C7 1.103
21 H 3.833 1.399 -0.426  C7 1.109

The following is a DFT calculation (wB97M-V/def2-TZVPD) of 2 unconnected molecules or ions with the total composition C6H14O.

The LUMO energy comes out at 1.062 eV. As for the SMILES: C1CCCC1.CO. As for the net charge: 0. The value obtained for the energy above the lowest of the compared OMol25 structures with the same formula, charge and spin is 27.2 kcal per mole. For the HOMO-LUMO gap, the calculation gives 11.11 eV. Its spin multiplicity is 1. The calculation puts the largest force on an atom at 0.65 eV Å⁻¹.

Last columns: bonded neighbours and bond lengths (Å).
Element x y z (Å)
1 C -1.879 -0.275 0.242  C2 1.524, C5 1.544, H6 1.095, H7 1.100
2 C -1.861 1.189 0.664  C1 1.524, C3 1.522, H8 1.098, H9 1.091
3 C -0.387 1.423 0.964  C2 1.522, C4 1.533, H10 1.100, H11 1.094
4 C 0.304 0.823 -0.266  C3 1.533, C5 1.610, H12 1.092, H13 1.096
5 C -0.667 -0.383 -0.708  C1 1.544, C4 1.610, H14 1.104, H15 1.094
6 H -2.821 -0.583 -0.225  C1 1.095
7 H -1.732 -0.910 1.128  C1 1.100
8 H -2.133 1.805 -0.204  C2 1.098
9 H -2.535 1.426 1.488  C2 1.091
10 H -0.092 0.857 1.860  C3 1.100
11 H -0.135 2.471 1.146  C3 1.094
12 H 0.301 1.527 -1.101  C4 1.092
13 H 1.365 0.666 -0.038  C4 1.096
14 H -0.328 -1.433 -0.740  C5 1.104
15 H -0.973 -0.176 -1.738  C5 1.094
16 C 2.549 -1.462 -0.613  O17 1.413, H18 1.102, H19 1.093, H20 1.100
17 O 1.809 -1.443 0.591  C16 1.413, H21 0.965
18 H 1.937 -1.242 -1.503  C16 1.102
19 H 2.975 -2.462 -0.724  C16 1.093
20 H 3.365 -0.725 -0.590  C16 1.100
21 H 0.937 -1.094 0.369  O17 0.965

> Among the records above, which one has the lowest LUMO energy?

number 1

What did the second record say?
The following is a DFT calculation (wB97M-V/def2-TZVPD) of a single C6H14O molecule.

The LUMO energy comes out at 1.011 eV. As for the SMILES: CCCCCCO. As for the net charge: 0. The value obtained for the energy above the lowest of the compared OMol25 structures with the same formula, charge and spin is 9.3 kcal per mole. For the HOMO-LUMO gap, the calculation gives 11.31 eV. Its spin multiplicity is 1. The calculation puts the largest force on an atom at 0.47 eV Å⁻¹.

Last columns: bonded neighbours and bond lengths (Å).
Element x y z (Å)
1 C 0.549 2.383 2.442  C2 1.532, H8 1.094, H9 1.094, H10 1.096
2 C 0.972 1.462 1.294  C1 1.532, C3 1.529, H11 1.098, H12 1.098
3 C -0.119 0.486 0.851  C2 1.529, C4 1.528, H13 1.099, H14 1.100
4 C 0.282 -0.315 -0.387  C3 1.528, C5 1.527, H15 1.100, H16 1.101
5 C -0.855 -1.141 -0.982  C4 1.527, C6 1.518, H17 1.097, H18 1.098
6 C -0.471 -1.768 -2.310  C5 1.518, O7 1.415, H19 1.103, H20 1.103
7 O -1.588 -2.479 -2.808  C6 1.415, H21 0.964
8 H 1.085 3.336 2.404  C1 1.094
9 H 0.745 1.934 3.420  C1 1.094
10 H -0.522 2.611 2.396  C1 1.096
11 H 1.258 2.068 0.425  C2 1.098
12 H 1.871 0.901 1.580  C2 1.098
13 H -0.380 -0.194 1.675  C3 1.099
14 H -1.031 1.058 0.625  C3 1.100
15 H 1.132 -0.970 -0.143  C4 1.100
16 H 0.648 0.388 -1.150  C4 1.101
17 H -1.165 -1.935 -0.290  C5 1.097
18 H -1.735 -0.505 -1.146  C5 1.098
19 H -0.163 -0.972 -3.010  C6 1.103
20 H 0.397 -2.434 -2.172  C6 1.103
21 H -1.349 -2.848 -3.666  O7 0.964

> Which of these has the highest HOMO-LUMO gap?

number 2

> Among the records above, which one has the lowest HOMO-LUMO gap?

number 1